1.
15
Properties=species:S:1:pos:R:3:mulliken_charge:R:1 method="wB97M-V/def2-TZVPD" charge=+1 gap_ev=7.4878 e_tot_ha=-1476.3890 e_lumo_ha=-0.19830 relative_energy_kcal_mol=39.5
C 1.052 -0.529 1.527 -0.07
C 0.659 -1.530 0.084 0.40
C -1.296 -0.141 -0.110 0.18
N -0.492 -1.237 -0.468 -0.10
N -0.838 0.624 0.911 0.30
N 0.246 0.418 1.688 -0.55
S -2.736 0.145 -0.795 -0.26
S 1.668 -2.665 -0.587 -0.04
S 0.548 2.894 -1.430 -0.35
H 1.645 -1.077 2.213 0.40
H -0.923 -1.914 -1.150 0.33
H -1.289 1.478 1.100 0.24
H -0.241 2.614 -2.457 0.18
H 2.485 -2.588 0.350 0.17
H -0.488 3.509 -0.876 0.16

2.
13
Properties=species:S:1:pos:R:3:mulliken_charge:R:1 method="wB97M-V/def2-TZVPD" gap_ev="8.9905 / 8.9909" e_tot_ha=-336.7477 e_lumo_ha="0.01807 / 0.01807" relative_energy_kcal_mol=126.5
C 0.861 1.980 0.508 0.00
C -1.026 -1.566 -0.612 0.73
C 0.289 -1.730 -0.649 -1.30
N -0.128 1.461 0.860 0.49
N -2.212 -1.648 -0.596 -0.38
N -1.068 1.146 1.654 -0.78
N 1.970 1.459 -0.006 -0.35
H 0.812 -1.933 0.182 0.35
H 0.968 -1.620 -1.436 0.30
H -3.053 -1.035 -0.542 0.30
H -2.064 1.067 1.318 0.21
H 1.984 0.398 -0.186 0.21
H 2.668 2.021 -0.495 0.22

3.
13
Properties=species:S:1:pos:R:3:mulliken_charge:R:1 method="wB97M-V/def2-TZVPD" gap_ev=9.8553 e_tot_ha=-336.8178 e_lumo_ha=0.03012 relative_energy_kcal_mol=82.5
C 1.260 0.653 0.083 0.43
C 2.044 1.486 -0.715 -0.89
C -1.444 -1.815 0.793 -0.70
N -1.826 1.344 -0.608 -0.58
N 0.508 0.006 0.675 -0.42
N -1.737 0.213 -0.406 0.75
N -1.521 -0.956 -0.433 -0.44
H 2.045 2.421 -0.097 0.24
H 3.100 1.155 -0.816 0.30
H 1.652 1.612 -1.675 0.27
H -0.810 -1.348 1.544 0.37
H -2.359 -2.167 1.152 0.35
H -0.912 -2.603 0.504 0.33

4.
13
Properties=species:S:1:pos:R:3:mulliken_charge:R:1 method="wB97M-V/def2-TZVPD" gap_ev=10.2821 e_tot_ha=-336.8228 e_lumo_ha=0.04250 relative_energy_kcal_mol=79.4
C -1.487 0.865 0.400 -1.13
C -0.210 0.325 -0.153 0.96
C -0.097 -0.992 -0.834 -0.51
N 0.509 -1.003 0.485 -0.44
N 1.820 -0.556 0.412 0.06
N 1.952 0.680 -0.075 -0.45
N 0.856 1.189 -0.369 -0.22
H -1.305 1.321 1.371 0.26
H -2.218 0.070 0.503 0.34
H -1.867 1.630 -0.275 0.32
H -0.982 -1.608 -0.894 0.27
H 0.565 -1.053 -1.693 0.29
H 2.463 -0.869 1.122 0.27

5.
13
Properties=species:S:1:pos:R:3:mulliken_charge:R:1 method="wB97M-V/def2-TZVPD" gap_ev=8.0457 e_tot_ha=-336.7645 e_lumo_ha=0.02203 relative_energy_kcal_mol=116.0
C 1.539 0.042 1.304 0.01
C 0.403 -0.933 -0.469 -0.13
C 0.261 0.244 1.744 -0.05
N 1.504 -0.845 0.297 -0.42
N -0.043 0.007 -1.207 -0.25
N -0.728 1.047 1.475 -0.28
N -1.059 -0.233 -2.096 -0.52
H 2.561 0.294 1.758 0.32
H 0.002 -1.917 -0.534 0.37
H -1.643 1.008 1.930 0.25
H -0.584 2.003 1.084 0.24
H -1.085 -1.201 -2.390 0.23
H -1.127 0.486 -2.896 0.25

6.
13
Properties=species:S:1:pos:R:3:mulliken_charge:R:1 method="wB97M-V/def2-TZVPD" gap_ev=10.0509 e_tot_ha=-336.8189 e_lumo_ha=0.02102 relative_energy_kcal_mol=81.8
H 1.088 2.784 0.467 0.23
N 1.716 2.033 -0.007 -0.65
C 1.087 0.958 0.254 0.03
N -0.148 0.897 0.777 -0.14
N -0.743 -0.265 1.052 -0.48
C -1.529 -0.850 -0.044 -0.16
C -0.601 -1.261 -1.113 0.30
N 0.423 -1.883 -1.541 -0.49
H 1.345 -0.056 0.020 0.39
H -0.465 1.568 1.446 0.22
H -0.071 -0.896 1.513 0.28
H -2.040 -1.850 0.283 0.25
H -2.335 -0.099 -0.280 0.23

7.
13
Properties=species:S:1:pos:R:3:mulliken_charge:R:1 method="wB97M-V/def2-TZVPD" gap_ev="8.7840 / 8.7827" e_tot_ha=-336.7206 e_lumo_ha="0.00787 / 0.00785" relative_energy_kcal_mol=143.4
C -2.404 -0.110 -0.861 -0.33
C 2.058 -0.909 2.892 -0.44
C 1.093 -1.215 2.259 -0.28
N 1.860 1.225 -1.440 -0.56
N -1.363 0.515 -1.307 0.18
N 0.655 1.199 -1.644 -0.08
N -0.127 0.330 -0.950 -0.33
H -3.382 0.133 -1.225 0.26
H -2.270 -0.874 -0.119 0.26
H 2.893 -0.665 3.481 0.38
H 0.265 -1.449 1.660 0.33
H 2.205 0.562 -0.722 0.24
H -1.483 1.258 -2.024 0.36

8.
13
Properties=species:S:1:pos:R:3:mulliken_charge:R:1 method="wB97M-V/def2-TZVPD" gap_ev=9.6250 e_tot_ha=-336.7802 e_lumo_ha=0.02187 relative_energy_kcal_mol=106.1
C -1.440 -0.798 0.048 -1.01
C -0.314 0.130 -0.149 0.27
N -0.536 1.378 -0.046 0.38
N 0.450 2.080 0.025 -0.77
N 1.462 1.173 0.141 -0.31
C 1.015 -0.042 -0.146 0.34
N 1.926 -0.937 -0.114 -0.59
H -2.557 -0.170 -0.172 0.19
H -1.693 -1.101 1.073 0.25
H -1.536 -1.879 -0.517 0.27
H -1.562 1.827 -0.501 0.35
H 2.768 -0.463 -0.570 0.34
H 2.017 -1.198 0.928 0.32

Values for maximum force, eV Å⁻¹, ordered as above
5.59 6.33 4.27 1.90 3.72 10.46 1.70 10.86